# 1
{"formula": "C40H65F21O20", "method": "ωB97M-V/def2-TZVPD", "total_charge": 0, "homo_ev": -9.272, "homo_lumo_gap_ev": 9.644, "relative_energy_kcal_mol": 0.0, "smiles": "CCOC(=O)C(F)(F)F.CCOC(=O)C(F)(F)F.CCOC(=O)C(F)(F)F.CCOC(=O)C(F)(F)F.CCOC(=O)C(F)(F)F.CCOC(=O)C(F)(F)F.CCOC(=O)C(F)(F)F.COCCOC.COCCOC.COCCOC", "total_energy_ev": -140550.1632, "symbols": ["C", "C", "O", "C", "O", "C", "F", "F", "F", "H", "H", "H", "H", "H", "C", "C", "O", "C", "O", "C", "F", "F", "F", "H", "H", "H", "H", "H", "C", "C", "O", "C", "O", "C", "F", "F", "F", "H", "H", "H", "H", "H", "C", "C", "O", "C", "O", "C", "F", "F", "F", "H", "H", "H", "H", "H", "C", "C", "O", "C", "O", "C", "F", "F", "F", "H", "H", "H", "H", "H", "C", "C", "O", "C", "O", "C", "F", "F", "F", "H", "H", "H", "H", "H", "C", "C", "O", "C", "O", "C", "F", "F", "F", "H", "H", "H", "H", "H", "C", "O", "C", "C", "O", "C", "H", "H", "H", "H", "H", "H", "H", "H", "H", "H", "C", "O", "C", "C", "O", "C", "H", "H", "H", "H", "H", "H", "H", "H", "H", "H", "C", "O", "C", "C", "O", "C", "H", "H", "H", "H", "H", "H", "H", "H", "H", "H"], "positions_angstrom": [[8.918566, 4.285542, -3.199778], [7.959478, 4.565179, -4.341931], [6.861537, 3.635861, -4.364630], [5.803891, 3.883050, -3.614230], [5.634655, 4.836108, -2.912407], [4.729969, 2.798173, -3.805103], [3.707541, 3.319878, -4.506120], [5.156869, 1.712227, -4.440473], [4.249799, 2.442517, -2.601710], [9.677677, 5.064665, -3.192956], [9.367551, 3.303500, -3.325645], [8.357457, 4.325395, -2.265943], [8.424773, 4.370846, -5.308547], [7.620549, 5.600523, -4.357372], [-2.749828, -6.616939, 4.744233], [-2.170893, -6.084577, 3.460363], [-1.008887, -5.280976, 3.751788], [-0.143227, -5.094372, 2.783960], [-0.225903, -5.518366, 1.675358], [1.009581, -4.179776, 3.249482], [0.947661, -3.039276, 2.553667], [0.937216, -3.885536, 4.540533], [2.187561, -4.757859, 3.014008], [-3.665159, -7.152234, 4.490058], [-3.003265, -5.808823, 5.433904], [-2.073856, -7.300294, 5.256236], [-2.872968, -5.476868, 2.891394], [-1.863272, -6.938468, 2.850039], [-0.425063, -2.149197, 8.280855], [-1.586573, -1.370227, 7.697027], [-1.362348, -1.210414, 6.301945], [-2.349190, -1.312009, 5.447609], [-3.499634, -1.478061, 5.716489], [-1.857288, -1.156001, 3.994083], [-2.414638, -0.059795, 3.469278], [-0.535459, -1.048385, 3.912329], [-2.234525, -2.215310, 3.266523], [0.488413, -1.562171, 8.203208], [-0.303108, -3.130887, 7.828029], [-0.626353, -2.319523, 9.341310], [-1.656543, -0.381022, 8.151419], [-2.526705, -1.878090, 7.919740], [0.321024, 5.159517, -1.355340], [0.236213, 6.154912, -2.505722], [0.494568, 5.548482, -3.772222], [0.852844, 6.367568, -4.754218], [0.909536, 7.551665, -4.697558], [1.294826, 5.562975, -5.999134], [2.409561, 6.081322, -6.509219], [1.492632, 4.291015, -5.735588], [0.340929, 5.697272, -6.945558], [1.291674, 4.659446, -1.395531], [-0.477891, 4.424906, -1.392868], [0.317629, 5.773710, -0.456288], [0.873511, 7.015216, -2.307428], [-0.790722, 6.537990, -2.536963], [2.557578, -5.132037, -0.520050], [3.866415, -5.202751, 0.223248], [4.997202, -5.029813, -0.626670], [5.480974, -6.100703, -1.204410], [5.025474, -7.200010, -1.134730], [6.675295, -5.838774, -2.124941], [6.234390, -5.632292, -3.375615], [7.348202, -4.737501, -1.758823], [7.501571, -6.866884, -2.131451], [1.681206, -5.345091, 0.085854], [2.565328, -5.891044, -1.310985], [2.442233, -4.194960, -1.066318], [3.924930, -6.116034, 0.815474], [3.937614, -4.397870, 0.954400], [-0.266572, 0.983832, -3.452704], [-0.492669, 1.485858, -4.854433], [0.648563, 1.153812, -5.667512], [0.630790, 0.001318, -6.318866], [-0.196325, -0.848324, -6.209301], [1.881430, -0.092614, -7.230645], [2.540210, 1.052793, -7.335022], [2.722844, -0.991946, -6.680999], [1.535085, -0.530504, -8.429879], [-0.199665, -0.100896, -3.397709], [-1.072753, 1.267555, -2.766985], [0.628976, 1.417136, -3.003719], [-0.617377, 2.564213, -4.910211], [-1.369370, 1.015900, -5.305719], [-3.278853, 4.068606, -3.895279], [-3.323431, 3.218317, -2.629232], [-3.695090, 1.874987, -2.998149], [-3.708531, 0.992639, -2.014973], [-3.650396, 1.241219, -0.845686], [-3.908891, -0.458757, -2.513741], [-4.130376, -0.524982, -3.816382], [-2.780966, -1.139356, -2.242850], [-4.922235, -1.014269, -1.867129], [-4.242382, 4.533356, -4.075336], [-2.937946, 3.430430, -4.709411], [-2.534556, 4.854078, -3.763934], [-4.097844, 3.582909, -1.955032], [-2.360099, 3.205526, -2.123576], [-0.660299, 2.242500, 0.425468], [-0.843698, 1.139607, 1.296205], [-0.948696, -0.109749, 0.633576], [0.387877, -0.721978, 0.306654], [0.921199, -0.204209, -0.882577], [2.170943, -0.755813, -1.209977], [-1.551644, 2.399325, -0.193126], [0.241177, 2.211433, -0.187797], [-0.642363, 3.098558, 1.107188], [-1.591233, -0.087275, -0.250444], [-1.478702, -0.762743, 1.326048], [0.242301, -1.814347, 0.231901], [1.081693, -0.589506, 1.149124], [2.539928, -0.270598, -2.112770], [2.062403, -1.822142, -1.439733], [2.933870, -0.569859, -0.444964], [-3.397179, -3.312809, 0.362685], [-4.404630, -3.590628, -0.578980], [-5.698494, -3.227205, -0.179687], [-6.294731, -4.062949, 0.941019], [-5.651122, -4.041065, 2.176678], [-5.995795, -2.942747, 2.995235], [-3.671147, -2.431337, 0.963850], [-2.471493, -3.039922, -0.145896], [-3.227852, -4.132082, 1.063110], [-6.349952, -3.280670, -1.049566], [-5.670482, -2.175558, 0.143945], [-6.298771, -5.095796, 0.567874], [-7.373737, -3.880446, 1.048946], [-7.059049, -2.900707, 3.247669], [-5.754166, -1.998932, 2.481864], [-5.351985, -2.965715, 3.869193], [-1.025440, 5.129402, 3.836053], [-0.007387, 4.578363, 4.631513], [0.585290, 3.422749, 4.074312], [-0.193353, 2.127780, 4.323400], [-0.671445, 1.922468, 5.628857], [-1.802702, 2.670548, 5.991547], [-1.447826, 5.960200, 4.404838], [-1.836426, 4.423147, 3.636775], [-0.618337, 5.566321, 2.916741], [1.587289, 3.338378, 4.492081], [0.663876, 3.571615, 2.989278], [0.503085, 1.318109, 4.093056], [-0.998166, 1.994661, 3.592099], [-2.598463, 2.625045, 5.230542], [-1.604371, 3.725773, 6.178988], [-2.222176, 2.199729, 6.882248]], "atomic_forces_ev_per_a": [[-0.7, 0.1, -0.2], [0.6, 0.1, -0.6], [-0.3, -0.3, 0.1], [0.5, 0.4, -0.2], [-0.2, -0.1, 0.1], [-0.6, 0.0, 0.2], [0.2, -0.1, 0.1], [0.0, 0.1, 0.2], [0.1, -0.1, -0.2], [0.1, -0.1, 0.1], [0.1, 0.0, 0.1], [0.2, 0.0, 0.1], [0.1, 0.1, 0.1], [-0.3, -0.1, 0.2], [-0.2, 0.4, 0.2], [0.1, -0.7, -0.3], [0.0, 0.1, 0.7], [-0.4, 0.1, 0.4], [0.3, -0.1, -0.7], [-0.2, 0.0, -0.1], [0.2, 0.0, -0.1], [0.1, 0.1, 0.2], [0.2, -0.1, -0.1], [0.0, 0.0, 0.1], [0.0, 0.0, -0.1], [0.1, 0.0, -0.1], [0.0, 0.0, 0.1], [0.0, 0.3, -0.2], [-0.1, 0.3, 0.3], [-0.2, -0.3, 0.9], [0.7, 0.0, -0.5], [0.0, 0.1, 0.5], [-0.6, -0.1, -0.3], [0.0, 0.2, 0.3], [0.0, -0.2, 0.0], [0.0, 0.0, -0.1], [-0.1, -0.1, -0.1], [0.1, -0.2, -0.1], [0.0, 0.1, -0.2], [0.0, 0.1, 0.0], [0.1, 0.1, -0.2], [0.0, 0.0, -0.5], [0.8, 0.3, -0.9], [-1.2, 0.4, 0.9], [0.3, -0.4, 0.0], [0.5, -0.6, 0.4], [-0.1, 0.6, -0.2], [-0.4, 0.9, -0.4], [0.2, 0.0, 0.1], [-0.1, -0.5, -0.1], [0.0, -0.3, 0.2], [-0.1, -0.1, 0.1], [0.0, 0.0, 0.2], [-0.3, -0.3, 0.2], [0.3, -0.1, -0.4], [0.1, 0.1, -0.1], [0.2, -0.5, -1.3], [-0.9, 0.3, 1.3], [0.6, 0.7, -0.1], [-0.5, -0.5, -0.3], [-0.1, -0.7, 0.2], [0.1, 1.0, -0.1], [0.0, -0.1, 0.0], [0.1, -0.1, 0.0], [0.2, -0.2, 0.0], [0.1, 0.2, 0.3], [0.0, -0.1, 0.1], [0.0, 0.2, 0.3], [0.3, -0.2, -0.4], [0.1, 0.2, -0.2], [0.0, 0.2, 0.7], [-0.5, -0.6, 0.1], [0.3, 0.6, -0.3], [0.0, 0.7, 0.5], [0.0, -0.5, -0.4], [0.1, -0.6, 0.7], [-0.1, 0.1, -0.2], [0.0, 0.0, -0.1], [0.0, 0.0, -0.4], [0.1, 0.0, -0.2], [-0.1, 0.0, -0.3], [0.1, -0.1, -0.2], [0.3, 0.1, 0.0], [0.0, 0.0, 0.1], [0.4, -0.4, 0.6], [-0.5, 0.6, -0.2], [0.5, -0.3, -0.4], [-0.8, 0.2, 0.1], [0.3, -0.1, 0.1], [0.6, 0.3, 0.1], [-0.1, -0.1, -0.3], [-0.2, -0.1, 0.0], [-0.1, -0.1, 0.0], [0.0, -0.1, -0.4], [-0.2, 0.2, -0.2], [0.0, 0.1, 0.0], [0.2, 0.0, 0.2], [0.0, -0.2, 0.1], [-0.6, 0.5, 0.7], [0.1, -0.1, -0.7], [-0.1, -0.1, 0.3], [0.0, -0.8, 0.4], [0.0, 0.5, -0.1], [0.2, 0.0, -0.4], [0.1, -0.3, -0.2], [0.1, -0.2, 0.1], [0.3, 0.1, -0.2], [0.1, 0.4, -0.1], [0.2, -0.1, 0.1], [0.0, 0.1, -0.2], [0.0, 0.2, 0.0], [-0.2, 0.1, -0.1], [0.2, 0.0, 0.3], [-0.2, -0.2, 0.2], [0.0, 0.8, 0.5], [0.1, -0.5, -0.3], [0.0, 0.9, 0.9], [-0.8, -1.2, -1.0], [0.2, -0.1, 0.5], [0.5, 0.8, -0.6], [0.0, -0.1, 0.0], [0.0, -0.3, -0.2], [0.0, -0.1, -0.1], [0.0, -0.1, -0.1], [-0.1, 0.0, -0.1], [0.4, -0.1, 0.3], [0.0, 0.6, 0.0], [0.0, -0.3, 0.1], [-0.1, 0.0, 0.1], [-0.2, -0.2, 0.2], [-0.1, 0.5, 0.4], [0.1, 0.1, 0.1], [-0.3, 0.0, 0.0], [0.0, 0.0, -0.7], [0.4, 0.0, 0.2], [-0.8, -0.1, -0.1], [0.0, -0.1, 0.0], [0.1, -0.1, -0.2], [-0.1, -0.3, -0.2], [0.0, 0.1, 0.1], [0.2, -0.2, 0.0], [0.0, -0.1, 0.2], [-0.2, 0.2, 0.1], [0.2, -0.1, -0.1], [0.2, -0.1, 0.1], [0.1, 0.1, 0.1]], "mulliken_charge": [-1.023, -0.273, -0.250, 0.216, -0.527, 0.993, -0.245, -0.260, -0.263, 0.356, 0.297, 0.299, 0.297, 0.346, -1.421, 0.317, -0.226, 0.512, -0.592, 0.918, -0.124, -0.270, -0.277, 0.418, 0.280, 0.357, -0.195, 0.408, -1.174, -0.279, -0.125, -0.327, -0.577, 1.295, -0.203, -0.276, -0.033, 0.291, 0.290, 0.412, 0.240, 0.351, -0.089, -0.720, -0.054, 0.209, -0.528, 1.026, -0.270, -0.206, -0.282, 0.287, -0.459, 0.402, 0.486, 0.307, -0.645, -0.212, -0.298, 0.311, -0.505, 0.874, -0.249, -0.247, -0.236, 0.127, 0.377, 0.119, 0.341, 0.267, 0.013, -0.471, -0.219, 0.368, -0.530, 0.798, -0.204, -0.271, -0.261, 0.432, -0.321, 0.168, 0.036, 0.397, -1.141, 0.780, -0.289, 0.311, -0.553, 0.932, -0.262, -0.223, -0.212, 0.401, 0.257, 0.165, 0.528, -0.777, -0.663, -0.120, 2.445, -1.135, 0.310, -0.838, 0.151, 0.265, 0.305, -1.032, -1.308, 0.438, 0.395, 0.199, 0.189, 0.329, -0.289, -0.462, -0.311, -0.780, -0.235, -0.679, 0.194, 0.344, 0.118, 0.461, 0.168, 0.309, 0.447, 0.352, 0.286, 0.128, -0.586, -0.450, -0.517, 0.306, -0.400, -0.747, 0.257, 0.251, 0.280, 0.361, 0.236, 0.180, 0.037, 0.269, 0.319, 0.284]}

# 2
{"formula": "C2H6N2O3", "method": "ωB97M-V/def2-TZVPD", "total_charge": 0, "homo_ev": -9.683, "homo_lumo_gap_ev": 10.422, "relative_energy_kcal_mol": 84.0, "smiles": "NC(=O)O.C=NO", "total_energy_ev": -11291.6829, "symbols": ["N", "C", "O", "O", "H", "H", "H", "C", "N", "O", "H", "H", "H"], "positions_angstrom": [[1.310166, 0.534645, 0.223975], [0.373108, 1.406636, 0.526945], [-0.856987, 1.202156, 0.437855], [0.805231, 2.640449, 0.875887], [2.248939, 0.897411, 0.169403], [1.032639, -0.598370, 0.015132], [0.034457, 3.174177, 1.114833], [-1.674296, -1.197461, -0.576605], [-0.941721, -2.176046, -0.743772], [0.585884, -1.898540, -0.225182], [-2.667482, -1.301169, -1.002784], [-1.329855, -0.105219, -0.113565], [1.079916, -2.578668, -0.702122]], "atomic_forces_ev_per_a": [[0.0, -1.8, -0.3], [-1.3, 0.4, -0.6], [0.8, 0.6, 0.7], [0.3, -0.1, 0.2], [0.0, -0.2, 0.2], [0.6, 2.6, 0.2], [0.0, -0.2, -0.2], [0.6, 3.1, 0.8], [2.2, -1.3, -0.2], [-2.2, -0.6, -0.3], [-0.1, -0.4, 0.2], [-0.6, -2.1, -0.7], [-0.3, 0.1, 0.0]], "nbo_charge": [-0.862, 0.889, -0.711, -0.693, 0.395, 0.460, 0.502, -0.182, -0.110, -0.695, 0.212, 0.302, 0.493]}